No. 1
The following is a quantum chemistry calculation of a molecular structure, C40H60BrN3O4Tb at a distorted geometry, from OMol25.

spin multiplicity	7
net charge	+1
HOMO energy (alpha / beta)	-9.214 / -9.231	eV
energy above the lowest of the compared OMol25 structures with the same formula, charge and spin	0.00	kJ/mol
gap between HOMO and LUMO (alpha / beta)	6.703 / 6.721	eV
LUMO level (alpha / beta)	-2.51 / -2.51	eV
molecular weight	885.8	g/mol
E_tot	-147588.8528	eV

Each line ends with the Löwdin charge.
Geometry (Å):
H 5.2388 -3.1148 -0.3730  0.095
H -4.2599 4.8355 -0.2803  0.084
H -3.2492 1.2534 2.8135  0.163
H -6.0309 -0.7206 -4.1267  0.129
H -3.3838 1.6082 -1.5436  0.100
C -2.7208 -0.4795 -4.1251  -0.287
N -2.1709 -0.5473 -0.3298  -0.140
C -3.6578 0.7541 -4.2281  -0.105
H -0.1704 -4.8548 2.0281  0.085
H -0.2171 1.6681 4.5744  0.131
C -3.5778 -1.7338 -4.2436  -0.128
C 2.4413 1.8675 5.0311  -0.026
C -0.1634 -3.8960 2.5251  -0.050
H 2.9522 -3.7155 -3.1094  0.090
H 2.7454 -0.9694 4.6117  0.124
H -5.3017 3.1683 2.1419  0.123
H -4.5272 -1.9969 -0.8996  0.110
H 0.7560 -3.3983 2.1503  0.070
C -0.1149 1.8020 3.4768  -0.056
H 6.0441 2.3100 -3.0896  0.097
H -3.1552 -2.7413 -1.6973  0.148
H -5.0439 4.9363 1.8765  0.094
H -4.6982 0.6384 -0.8843  0.114
H 8.2221 1.3415 -0.6031  0.082
H -5.0711 -2.7601 -3.1468  0.143
O -1.6338 2.4604 0.5148  -0.202
C 4.8558 -2.9919 -1.4090  -0.066
H -0.3155 -2.0198 0.6219  0.081
H -3.0770 1.6693 -4.1197  0.109
H -5.3239 1.5956 -3.0232  0.140
H -5.8651 -2.3247 2.1837  0.080
O 1.1785 -0.5902 -0.7381  -0.298
H -1.9633 -0.3522 -4.8663  0.128
C 4.8313 1.1772 -1.0916  -0.179
H -0.0982 2.9203 3.2530  0.167
C -3.6483 -1.6959 1.2855  -0.025
H 7.0708 0.2628 0.2624  0.113
H 5.6010 -0.8312 -0.8693  0.084
H -4.1546 -1.6889 -5.2005  0.134
H -2.4635 2.7178 3.5831  0.147
H -4.2007 4.1180 3.2530  0.096
H -5.2232 -2.5870 3.8638  0.102
H -2.7217 -3.9718 3.6072  0.113
C 6.4022 2.7756 -2.1442  -0.044
C -5.4892 -0.6291 -3.1461  -0.115
C -5.1632 -2.9219 2.7889  -0.054
C 6.1594 1.9090 -0.8851  -0.551
C 1.2005 1.0556 3.0446  -0.325
H 3.3772 -2.0380 -3.5111  0.080
C -2.4347 1.9946 2.7298  -0.086
H 3.0728 -2.8328 0.7373  0.082
C -2.4697 2.7851 1.4448  -0.338
C 2.4559 1.3489 -1.3749  -0.545
C -2.6278 -3.3002 2.7635  -0.005
C -2.3810 -1.4123 0.7176  -0.350
C -4.5076 -1.8210 -3.0469  -0.295
N 2.1996 0.9429 3.9338  -0.139
C -4.5414 4.0171 2.1969  0.005
H 1.5047 2.1512 5.5548  0.092
O 1.2742 0.5936 1.8647  -0.100
H 5.4671 -2.3311 -2.0296  0.078
H 4.1210 0.2099 4.1348  0.110
C 2.6540 -3.1572 -0.2285  -0.046
H 7.4665 2.9835 -2.3496  0.083
C -2.9799 -0.5415 -1.5710  -0.462
C 5.9752 2.8138 0.3695  -0.046
H 6.9285 3.2274 0.6834  0.077
C 3.6583 1.9520 -1.2578  -0.101
H 1.5880 -2.8548 -0.2478  0.062
H 2.8144 -4.2416 -0.2671  0.089
C 3.1158 -0.2031 3.8571  -0.001
C 3.3969 -2.4252 -1.3604  -0.503
H 7.2935 0.1491 -1.5259  0.083
C -3.3155 4.4533 0.0008  -0.012
H 5.8793 3.7431 -2.0073  0.079
H -0.0551 -4.0443 3.6244  0.094
C -3.8028 -2.6862 2.2472  -0.268
C 2.8475 -2.6497 -2.7978  -0.040
H 3.6828 3.0527 -1.2332  0.113
H 3.0937 -0.6608 2.8492  0.095
Tb -0.3841 0.6232 0.2705  1.590
N -3.3817 3.7702 1.2783  -0.102
C -3.7890 -1.8275 -1.7003  -0.092
H -6.2614 -0.6352 -2.3745  0.111
C -2.0078 -0.5289 -2.7670  -0.087
C -3.9261 0.6501 -1.6515  -0.080
C -4.6661 0.6880 -3.0455  -0.259
H -2.9378 3.7743 -0.7679  0.085
H 1.7465 -2.4163 -2.8913  0.094
H 2.9301 2.8024 4.7996  0.097
C 2.3215 -0.0625 -1.1271  -0.393
C 3.4746 -0.8786 -1.1619  -0.093
H 5.5722 2.2587 1.2495  0.088
H -1.3408 -1.4268 -2.7985  0.140
Br 0.8805 2.3979 -1.7603  0.832
H -5.4381 -3.9633 2.7859  0.076
H -1.3165 0.3866 -2.6532  0.104
C 7.2515 0.8577 -0.7033  -0.068
C -1.3609 -3.0911 2.2007  -0.270
H -2.9402 -2.6166 -4.2842  0.120
H 5.2695 3.6431 0.1259  0.078
H 4.7905 -3.9979 -1.8511  0.086
H -4.1959 0.7299 -5.1859  0.121
C -1.2342 -2.0658 1.2343  -0.041
C 4.6997 -0.2230 -1.0352  0.017
H 3.0354 1.3124 5.7975  0.112
O -1.2621 1.1726 2.8276  -0.191
H -2.6113 5.3026 0.0814  0.118
H -4.5139 -1.1663 0.8889  0.104



No. 2
The following is a quantum chemistry calculation of 2 unconnected molecules or ions with the total composition C4H4N2O, from OMol25.

HOMO energy	-9.985	eV
energy above the lowest of the compared OMol25 structures with the same formula, charge and spin	465.41	kJ/mol
gap between HOMO and LUMO	9.601	eV
LUMO level	-0.38	eV
SMILES	O=c1c#c[nH]cn1.[H][H]
molecular weight	96.1	g/mol
E_tot	-9235.6643	eV

Each line ends with the natural charge from an NBO analysis.
Geometry (Å):
C 1.1525 -0.6229 -0.0547  0.550
H 2.0431 1.9321 -0.3769  0.042
N 0.0238 -1.5142 -0.0478  -0.455
H -2.6288 0.3866 0.0923  0.417
H -1.9848 -1.8906 0.0047  0.205
N -1.6435 0.1707 0.0560  -0.561
H 2.1052 1.8858 0.3659  0.045
C 0.4981 0.6448 0.0027  -0.017
C -1.2017 -1.1363 0.0024  0.284
O 2.2998 -0.9734 -0.0988  -0.534
C -0.6637 1.1173 0.0542  0.024



No. 3
The following is a quantum chemistry calculation of a molecular structure, C34H39BrN4O2P2Zn at a distorted geometry, from OMol25.

HOMO energy	-7.835	eV
energy above the lowest of the compared OMol25 structures with the same formula, charge and spin	177.19	kJ/mol
gap between HOMO and LUMO	5.646	eV
LUMO level	-2.19	eV
molecular weight	743.0	g/mol
E_tot	-182978.4743	eV

Each line ends with the Löwdin charge.
Geometry (Å):
C -3.4110 0.3123 -0.3160  -0.443
H -0.2410 1.1948 3.2156  -0.063
H -2.8189 -0.4189 -0.8938  0.073
H -7.4392 1.4186 2.4796  0.089
C -4.1493 -3.5852 1.3450  -0.076
H 4.7943 -4.6438 -0.6254  0.109
H -4.4697 0.0304 -0.3685  0.048
C -2.4986 -2.4098 2.3885  -0.148
H -5.8765 2.2304 4.5637  0.086
C 7.7227 2.7184 3.2318  -0.097
H -3.3396 1.3750 3.9679  0.092
C -2.8479 3.2397 -4.1850  -0.129
H 2.4838 -4.2938 -2.1320  0.099
H -5.8480 -0.0377 0.8536  0.090
C 6.7155 0.7378 1.5886  -0.614
H -3.7905 -1.5530 -4.8509  0.094
C 2.6739 -4.5348 -1.0871  -0.207
C -5.5934 0.4803 1.7669  -0.141
N -4.2815 0.5425 2.2284  -0.248
N -2.0744 0.6686 -3.0582  -0.263
C -3.3364 1.7392 -0.8948  -0.386
C 3.9942 -3.8740 -0.6320  -0.188
C 6.3320 2.5701 3.1002  -0.027
H 0.7818 -0.9252 -0.1476  0.099
P -1.7254 1.9544 -1.8264  1.081
H -4.1619 0.8734 -3.6676  0.104
C -4.0939 -2.2958 0.7982  -0.144
C -2.1221 4.5628 -2.5103  -0.167
P -2.7461 0.1449 1.3715  1.093
Zn 1.2776 2.5666 1.5312  0.997
H -4.1923 1.9200 -1.5832  0.089
C -3.0687 -0.9987 -4.2659  -0.075
C -2.6055 5.3998 -3.5055  -0.096
H 0.8371 -4.9608 0.0350  0.102
H 8.1458 3.3859 3.9861  0.101
C -4.2747 1.2316 3.4440  -0.153
C 8.6156 2.0016 2.4353  -0.092
C -6.3965 1.2100 2.6339  -0.087
C -3.0736 4.5604 -4.5717  -0.082
H 5.7004 3.1707 3.7432  0.112
H 2.4973 -1.1466 0.3531  0.107
H -1.6775 -2.0479 2.9923  0.094
C 8.1033 0.9908 1.6023  -0.127
C 4.2773 1.4018 2.0305  -0.635
H -2.6169 6.4754 -3.4797  0.088
C 1.6666 -1.5956 -0.2227  -0.184
H 3.9240 -0.9163 -2.5599  0.113
H 1.6706 -0.8058 -2.2447  0.078
H -0.2022 -0.3332 -2.6692  0.062
H 1.2968 -2.8653 1.4982  0.115
H 1.5117 -2.5560 -2.2038  0.109
C -3.1434 -3.6430 2.3743  -0.094
H -2.9389 -4.4963 3.0297  0.096
N -2.2259 3.2240 -2.9330  -0.284
C -1.1564 -0.3984 -3.1797  -0.152
H 1.5558 1.0961 3.4262  -0.019
N -3.0710 -1.5682 1.4175  -0.284
C -3.2704 0.2544 -3.6778  -0.169
C -5.5682 1.6564 3.7090  -0.101
H 9.6970 2.2055 2.4558  0.107
C 4.3590 -2.7326 -1.5560  -0.158
Br 6.1069 -0.8976 0.8947  0.841
H -3.5191 4.8707 -5.5043  0.091
C 1.5032 -4.1203 -0.2427  -0.117
H 2.7927 -5.6251 -1.0364  0.109
C 0.6923 1.7822 3.2774  -0.223
H 0.6170 2.4779 4.1419  -0.007
H -1.7112 4.7754 -1.5422  0.085
H -3.3406 2.5258 -0.1097  0.074
H 5.3612 -2.8080 -2.0281  0.105
C -1.7280 -1.4118 -3.9415  -0.083
H -1.2382 -2.3300 -4.2436  0.094
H -3.0852 2.3310 -4.6984  0.078
O 3.7267 0.3565 2.4533  -0.062
H -4.8294 -4.3723 1.0342  0.092
C 5.7930 1.5973 2.2393  -0.161
H -4.6749 -1.8688 0.0006  0.087
C 1.4239 -2.9369 0.3989  -0.132
C 2.0303 -1.7066 -1.7241  -0.206
C 3.5150 -1.7597 -1.9468  -0.122
O 3.6540 2.3598 1.4115  -0.159
H 8.7660 0.3753 0.9852  0.098
H 3.8575 -3.5223 0.4318  0.123



No. 4
The following is a quantum chemistry calculation of C6H9N in the gas phase, from OMol25.

HOMO energy	-8.380	eV
energy above the lowest of the compared OMol25 structures with the same formula, charge and spin	397.77	kJ/mol
gap between HOMO and LUMO	9.296	eV
LUMO level	0.92	eV
molecular weight	95.1	g/mol
E_tot	-7854.0370	eV

Each line ends with the natural charge from an NBO analysis.
Geometry (Å):
C -0.3394 1.5082 -0.3332  -0.628
C 0.3928 -0.9293 -0.2653  -0.492
C -0.3812 0.2008 0.4413  -0.051
H -2.4615 0.1756 0.0497  0.384
H -0.9037 2.2833 0.1956  0.222
H 0.1075 -0.9812 -1.3239  0.232
H -1.3081 -1.2189 2.2599  0.080
H 0.6961 1.8415 -0.4448  0.237
N -1.7763 -0.1977 0.7019  -0.564
C 1.8355 -0.7122 -0.1230  0.004
C -2.2251 -0.9475 1.6808  -0.077
C 2.9985 -0.4785 0.0851  -0.251
H 0.1220 -1.8906 0.1880  0.247
H 4.0287 -0.2746 0.2800  0.242
H -0.7669 1.3881 -1.3370  0.205
H 0.0819 0.3440 1.4225  0.210